{"formula": "C27H35ClCrN4P2", "method": "wB97M-V/def2-TZVPD", "lumo_energy_ha": [-0.061, -0.036], "multiplicity": 5, "relative_energy_kj_mol": 306.91, "charge": 0, "largest_force_ev_per_a": 6.1, "symbols": ["Cr", "C", "C", "C", "C", "C", "C", "C", "C", "C", "H", "H", "H", "H", "H", "H", "H", "H", "H", "H", "H", "H", "H", "H", "H", "P", "P", "N", "N", "N", "N", "C", "C", "C", "C", "C", "C", "C", "C", "C", "C", "C", "C", "C", "C", "C", "C", "C", "C", "H", "H", "H", "H", "H", "H", "H", "H", "H", "H", "H", "H", "H", "H", "H", "H", "H", "H", "H", "H", "Cl"], "xyz": [[2.937, 0.534, 0.465], [1.372, -3.258, 3.382], [1.055, -3.191, 2.090], [-0.205, -2.656, 1.526], [-0.195, -1.118, 1.527], [-0.056, -0.348, 2.778], [-0.124, -0.695, 4.061], [-0.584, -2.008, 4.556], [0.426, -3.121, 4.572], [3.574, -0.608, 2.758], [2.195, -3.907, 3.692], [1.658, -3.705, 1.334], [-1.080, -2.951, 2.112], [-0.416, -2.942, 0.467], [0.709, -0.799, 0.960], [-1.082, -0.823, 0.922], [-0.042, 0.695, 2.481], [0.318, -0.029, 4.817], [-1.418, -2.277, 3.922], [-0.962, -1.750, 5.552], [0.972, -3.062, 5.518], [-0.109, -4.083, 4.723], [3.352, -1.720, 2.803], [3.174, -0.113, 3.697], [4.686, -0.420, 2.586], [0.722, 1.861, -0.061], [-0.113, -1.329, -1.682], [-0.664, 3.005, 0.880], [1.248, 3.290, -0.900], [-1.920, -1.587, -1.904], [0.163, -2.106, -3.314], [-0.564, 1.395, -1.285], [-0.005, 0.355, -2.299], [-0.468, 3.406, 2.173], [-1.562, 4.190, 2.540], [-2.413, 4.295, 1.427], [-1.822, 3.584, 0.386], [2.599, 3.619, -0.916], [2.741, 4.808, -1.601], [1.452, 5.225, -2.055], [0.543, 4.271, -1.619], [-2.694, -2.371, -1.042], [-4.041, -2.185, -1.320], [-4.122, -1.249, -2.393], [-2.817, -0.904, -2.730], [-0.628, -2.598, -4.357], [0.149, -2.754, -5.512], [1.492, -2.373, -5.162], [1.475, -2.001, -3.820], [-0.963, 2.264, -1.855], [-1.441, 0.978, -0.755], [-0.538, 0.480, -3.265], [1.077, 0.538, -2.456], [0.391, 3.029, 2.685], [-1.687, 4.674, 3.461], [-3.305, 4.840, 1.315], [-2.181, 3.396, -0.609], [3.316, 2.940, -0.454], [3.680, 5.328, -1.731], [1.222, 6.123, -2.626], [-0.535, 4.223, -1.770], [-2.215, -2.966, -0.283], [-4.885, -2.653, -0.833], [-5.024, -0.879, -2.864], [-2.465, -0.175, -3.443], [-1.682, -2.785, -4.250], [-0.189, -3.100, -6.485], [2.371, -2.377, -5.805], [2.264, -1.628, -3.171], [3.889, 0.259, -1.543]]}